{
  "formula": "C21H31ClO10P4V",
  "method": "ωB97M-V/def2-TZVPD",
  "spin_multiplicity": 2,
  "max_force_ev_per_a": 1.1,
  "s2": 0.767,
  "charge": -2,
  "orbital_gap_ev": [4.76, 4.63],
  "e_above_lowest_ev": 0.1031,
  "species": ["V", "C", "P", "C", "C", "C", "C", "C", "C", "C", "P", "C", "C", "H", "H", "H", "H", "H", "H", "H", "H", "H", "H", "H", "H", "H", "H", "H", "H", "O", "P", "O", "O", "O", "P", "O", "O", "O", "H", "H", "C", "C", "C", "O", "C", "O", "O", "H", "H", "H", "H", "H", "H", "H", "Cl", "C", "C", "C", "C", "C", "C", "C", "H", "H", "H", "H", "H", "H"],
  "xyz": [[-0.0327, 0.0555, -0.4631], [-0.8059, 3.1419, 1.2781], [-1.5920, 1.6272, 0.6051], [-3.0521, 2.3174, -0.2388], [-2.2719, 0.8518, 2.1165], [-3.6030, 0.9343, 2.5169], [-4.0395, 0.2987, 3.6707], [-3.1437, -0.4281, 4.4417], [-1.8206, -0.5329, 4.0382], [-1.3769, 0.0792, 2.8698], [0.3444, -0.1003, 2.2242], [1.3418, 0.4738, 3.6572], [0.5804, -1.9114, 2.3764], [-1.5428, 3.8322, 1.6959], [-0.2418, 3.6167, 0.4750], [-0.0833, 2.8682, 2.0476], [-3.6611, 2.9765, 0.3879], [-3.6435, 1.4969, -0.6490], [-2.6722, 2.8780, -1.0923], [-4.3099, 1.4969, 1.9202], [-5.0796, 0.3714, 3.9675], [-3.4794, -0.9291, 5.3426], [-1.1336, -1.1326, 4.6257], [1.1345, -0.1173, 4.5506], [1.1362, 1.5248, 3.8636], [2.3962, 0.3725, 3.3943], [0.3144, -2.3003, 3.3646], [1.6340, -2.1167, 2.1771], [-0.0130, -2.4044, 1.6080], [-2.9723, -3.2439, -0.7694], [-2.1993, -1.8911, -1.2491], [-3.1472, -1.0289, -1.9755], [-1.4683, -1.3979, -0.0150], [-1.0301, -2.4779, -2.1983], [0.4949, -2.8186, -1.7594], [0.2596, -3.7039, -0.4049], [1.1383, -3.6872, -2.7679], [1.1563, -1.5320, -1.3288], [-3.7118, -3.3680, -1.3765], [0.3452, -4.6271, -0.6697], [4.2426, 0.7999, -1.2798], [3.6266, 0.8864, 0.1173], [4.6637, 1.2738, 1.1557], [3.1355, -0.3896, 0.5106], [2.4902, 1.9539, 0.0314], [2.7325, 3.1205, 0.3460], [1.3953, 1.5135, -0.4410], [5.1013, 0.1241, -1.2663], [4.5634, 1.7871, -1.6196], [3.5011, 0.4145, -1.9823], [5.5540, 0.6491, 1.0483], [4.2519, 1.1214, 2.1557], [4.9268, 2.3235, 1.0458], [2.5232, -0.7321, -0.1675], [-2.7966, 2.1266, -3.7800], [-1.9715, 0.7451, -4.4856], [-2.5706, 0.1687, -5.5894], [-1.9822, -0.9184, -6.2202], [-0.7759, -1.3943, -5.7027], [-0.1888, -0.8056, -4.6066], [-0.7533, 0.3038, -3.9159], [-0.1016, 0.8888, -2.7979], [-3.5085, 0.5787, -5.9447], [-2.4496, -1.3771, -7.0834], [-0.2890, -2.2518, -6.1553], [0.7378, -1.2158, -4.2213], [-0.4399, 1.8559, -2.4502], [0.9436, 0.6278, -2.6809]],
  "atomic_forces_ev_per_a": [[-0.0540, 1.0126, 0.3200], [-0.0451, 0.0008, 0.0108], [0.1377, -0.0931, -0.4369], [-0.0723, 0.0015, 0.0723], [-0.0721, -0.0872, 0.1439], [0.0302, 0.0698, 0.0328], [0.0144, 0.0181, 0.0051], [-0.0222, -0.0053, 0.0016], [0.0028, -0.0446, -0.0593], [0.0121, 0.1805, 0.2498], [-0.2463, -0.8893, -0.5944], [0.0639, 0.1939, -0.1512], [0.0552, 0.0015, 0.2197], [0.0045, -0.0069, 0.0163], [0.0048, 0.0032, -0.0025], [0.0119, 0.0024, -0.0216], [0.0033, -0.0321, -0.0159], [-0.0124, -0.0106, 0.0103], [0.0064, 0.0315, -0.0062], [-0.0026, -0.0047, -0.0100], [-0.0039, -0.0162, -0.0113], [0.0030, 0.0045, 0.0010], [0.0083, 0.0235, 0.0074], [-0.0453, -0.0233, 0.0180], [0.0256, 0.0081, 0.0005], [-0.0302, -0.0171, -0.0094], [0.0286, 0.0079, 0.0073], [-0.0039, 0.0103, -0.0335], [-0.0051, 0.0126, 0.0175], [0.0298, 0.0061, -0.0627], [-0.0118, -0.3204, -0.0223], [-0.0077, -0.1139, -0.0360], [0.1796, 0.6304, -0.0098], [-0.1052, -0.0985, -0.1919], [0.2010, -0.2655, 0.1085], [0.1427, -0.0806, -0.0671], [-0.1250, 0.0811, -0.0897], [-0.1353, 0.0163, 0.2844], [0.0574, 0.0685, 0.0757], [-0.0284, 0.0870, 0.0069], [-0.0317, -0.0004, -0.0124], [-0.0494, -0.0106, -0.0054], [-0.0042, 0.0247, 0.0047], [0.1334, 0.0259, 0.0089], [0.0876, -0.3338, 0.0600], [-0.0467, 0.0330, 0.0030], [-0.1284, -0.0477, 0.0293], [-0.0163, -0.0177, -0.0006], [0.0155, -0.0011, 0.0081], [0.0054, 0.0191, -0.0058], [-0.0172, -0.0291, 0.0199], [0.0183, 0.0487, -0.0091], [0.0264, 0.0018, -0.0073], [-0.0142, -0.0298, 0.0046], [-0.0241, 0.0877, 0.0212], [0.0601, -0.0604, -0.0175], [0.0363, -0.0321, 0.0445], [-0.0409, 0.0357, -0.0405], [0.0531, -0.0203, 0.0639], [0.0122, -0.0072, -0.0409], [0.0030, 0.1315, -0.1238], [-0.3393, -0.6504, 0.6504], [-0.0073, -0.0003, -0.0041], [-0.0088, -0.0087, 0.0100], [-0.0055, -0.0074, -0.0020], [0.0137, 0.0212, -0.0065], [0.2088, 0.1625, -0.2069], [0.0652, 0.3022, -0.2236]],
  "lowdin_spin": [0.966, 0.001, -0.009, -0.006, -0.001, 0.000, 0.000, 0.000, 0.000, -0.001, -0.006, -0.002, -0.001, 0.000, 0.000, 0.000, -0.001, 0.000, 0.000, 0.000, 0.000, 0.000, 0.000, 0.000, 0.000, 0.000, 0.000, 0.000, 0.000, 0.000, 0.004, 0.000, 0.022, 0.003, 0.001, 0.000, 0.000, 0.009, 0.000, 0.000, 0.000, 0.000, 0.000, -0.001, 0.006, 0.009, 0.015, 0.000, 0.000, 0.000, 0.000, 0.000, 0.000, 0.000, 0.000, -0.001, 0.000, -0.002, 0.000, -0.001, 0.000, -0.004, 0.000, 0.000, 0.000, 0.000, -0.001, 0.001]
}

{
  "formula": "C21H31N3OPt",
  "method": "ωB97M-V/def2-TZVPD",
  "spin_multiplicity": 3,
  "max_force_ev_per_a": 0.4,
  "s2": 2.004,
  "orbital_gap_ev": [7.08, 7.29],
  "e_above_lowest_ev": 0.0000,
  "species": ["Pt", "C", "C", "O", "N", "C", "C", "C", "C", "C", "C", "N", "H", "H", "H", "H", "H", "H", "H", "H", "H", "H", "C", "N", "C", "C", "C", "C", "C", "C", "C", "C", "H", "H", "H", "H", "H", "H", "H", "H", "H", "H", "H", "H", "C", "C", "C", "C", "H", "H", "H", "H", "H", "H", "H", "H", "H"],
  "xyz": [[0.1966, -0.3570, 0.3182], [0.6206, 3.6078, 2.2286], [0.4952, 2.1320, 2.5000], [1.3648, 1.3328, 2.2100], [-0.6894, 1.7417, 3.0700], [-1.0179, 0.3569, 3.3456], [-2.1698, -0.1455, 2.4994], [-3.4574, -0.1755, 3.0213], [-4.5074, -0.6068, 2.2273], [-4.2466, -1.0004, 0.9284], [-2.9367, -0.9451, 0.4788], [-1.9276, -0.5322, 1.2420], [1.5563, 3.7862, 1.7086], [0.6061, 4.1744, 3.1615], [-0.2067, 3.9487, 1.6021], [-1.3907, 2.4459, 3.2264], [-1.2775, 0.2361, 4.3987], [-0.1193, -0.2238, 3.1455], [-3.6246, 0.1359, 4.0449], [-5.5163, -0.6345, 2.6204], [-5.0308, -1.3455, 0.2686], [-2.6733, -1.2386, -0.5303], [2.8700, 0.8949, -4.0502], [2.7237, 0.2106, -2.7821], [1.8456, -0.9372, -2.9117], [2.3659, 1.1063, -1.6811], [0.9778, 1.7171, -1.7459], [0.7786, 2.8665, -2.5092], [-0.4774, 3.4448, -2.6421], [-1.5589, 2.8621, -1.9985], [-1.3687, 1.7197, -1.2249], [-0.1069, 1.1322, -1.0689], [3.2697, 0.1996, -4.7913], [3.5747, 1.7235, -3.9490], [1.9224, 1.2943, -4.4453], [2.3112, -1.6765, -3.5675], [0.8578, -0.6807, -3.3276], [1.6775, -1.3924, -1.9381], [3.1143, 1.9041, -1.6675], [2.4704, 0.5504, -0.7460], [1.6309, 3.3253, -3.0011], [-0.6070, 4.3390, -3.2392], [-2.5481, 3.2955, -2.0923], [-2.2291, 1.2948, -0.7203], [1.8012, -4.4377, 1.0364], [1.0329, -3.3827, 0.2372], [-0.4645, -3.6524, 0.3076], [1.4228, -1.9891, 0.7114], [1.5860, -5.4494, 0.6813], [1.5208, -4.3858, 2.0935], [2.8797, -4.2788, 0.9716], [1.3403, -3.4776, -0.8106], [-0.8356, -3.5048, 1.3293], [-0.6893, -4.6809, 0.0139], [-1.0190, -2.9777, -0.3471], [2.4200, -1.7224, 0.3465], [1.4630, -1.9480, 1.8129]],
  "atomic_forces_ev_per_a": [[-0.2531, 0.0588, 0.0968], [-0.0797, 0.0719, 0.0156], [-0.0681, -0.2428, -0.1846], [0.1935, 0.1414, 0.3441], [0.0364, 0.1070, -0.0503], [-0.0576, 0.0220, -0.1077], [-0.0852, 0.0543, 0.1650], [0.0636, -0.0071, -0.0011], [-0.1041, 0.0189, 0.0961], [0.1323, -0.0126, -0.0928], [-0.1369, -0.0783, -0.0801], [0.3845, 0.0587, -0.0337], [0.0081, -0.0069, 0.0096], [-0.0032, -0.0044, -0.0194], [0.0172, -0.0148, 0.0026], [-0.0134, -0.0238, 0.0008], [-0.0018, 0.0060, 0.0272], [0.0270, -0.0350, -0.0426], [-0.0014, -0.0162, -0.0258], [0.0319, -0.0006, -0.0063], [0.0230, 0.0108, 0.0168], [-0.0002, 0.0127, 0.0204], [0.0287, -0.0023, -0.0411], [0.0065, -0.0023, 0.0123], [-0.0391, 0.0339, -0.0679], [-0.0218, 0.0683, -0.0733], [-0.0607, 0.0178, -0.0309], [0.0016, 0.0127, -0.0018], [0.0062, -0.0758, 0.0548], [0.0557, -0.0467, 0.0136], [0.0886, 0.0572, -0.0452], [-0.0889, 0.0732, -0.1223], [0.0055, -0.0076, 0.0211], [-0.0119, -0.0148, 0.0094], [-0.0029, -0.0138, 0.0077], [-0.0031, 0.0220, -0.0199], [0.0052, 0.0105, 0.0167], [0.0230, -0.0233, 0.0638], [-0.0087, -0.0028, 0.0216], [-0.0036, -0.0383, 0.0358], [-0.0176, -0.0022, 0.0099], [0.0001, -0.0070, 0.0049], [-0.0009, -0.0064, 0.0056], [-0.0148, 0.0073, -0.0013], [0.0109, -0.0672, 0.0277], [0.1594, -0.0310, -0.0944], [-0.0844, -0.0050, 0.1223], [-0.1081, -0.1213, -0.0581], [0.0019, 0.0307, 0.0010], [0.0082, -0.0149, -0.0319], [-0.0275, 0.0160, -0.0033], [-0.0514, 0.0138, -0.0167], [0.0183, -0.0121, -0.0470], [-0.0115, 0.0082, 0.0140], [0.0544, -0.0100, 0.0013], [0.0273, 0.0099, 0.0527], [-0.0573, 0.0033, 0.0082]],
  "lowdin_spin": [1.060, 0.001, 0.006, 0.017, 0.002, 0.005, 0.015, 0.003, 0.006, 0.001, 0.012, 0.105, 0.000, 0.000, 0.000, 0.000, 0.000, 0.003, 0.001, 0.000, 0.000, 0.001, 0.001, 0.002, 0.010, 0.033, 0.037, 0.005, 0.004, 0.007, 0.042, 0.178, 0.000, 0.000, 0.000, 0.000, 0.001, 0.009, 0.001, 0.019, 0.001, 0.000, 0.001, 0.005, 0.014, 0.030, 0.011, 0.272, 0.003, 0.001, 0.001, 0.001, 0.001, 0.001, 0.002, 0.029, 0.041]
}